Record 1
Here is the ion C21H26N3 with charge +1 in a non-equilibrium geometry from the OMol25 dataset. Energies are from ωB97M-V/def2-TZVPD.

Computed properties:
SMILES: c1ccc(C2=[NH+]CCCN2[C@H](c2ccccc2)N2CCCC2)cc1
Total charge: +1
Gap between HOMO and LUMO (eV): 8.42
HOMO (eV): -11.4
Relative energy (zero: lowest compared OMol25 entry of this formula, charge and spin) (eV): 0.088

Element x y z (Å)
N 0.255 -3.074 1.028
N 1.303 0.963 -0.927
N 0.516 -1.075 -0.134
C -1.885 -1.462 2.502
C 1.458 -1.702 -1.077
C 1.098 2.222 -1.644
C 0.952 -3.917 0.059
C -3.400 1.475 -2.358
C -1.133 0.490 -1.084
C 0.078 -1.755 0.941
C -0.662 0.740 3.726
C -3.448 1.183 -0.987
C -2.273 1.121 -3.111
C -2.310 0.682 -0.354
C -1.163 0.562 -2.477
C -0.603 -1.053 2.066
C 2.371 3.052 -1.418
C 1.151 -3.173 -1.237
C -1.957 0.374 4.093
C 0.033 0.008 2.754
C 2.431 1.093 0.010
C 0.183 0.292 -0.339
C -2.567 -0.731 3.487
C 3.320 2.189 -0.574
H 2.071 1.410 1.008
H 2.503 -1.512 -0.744
H -2.243 1.288 -4.188
H -2.320 0.478 0.722
H -0.060 -3.517 1.883
H 0.953 2.016 -2.712
H -2.373 -2.325 2.029
H 0.207 2.766 -1.289
H 1.963 -3.646 -1.801
H 3.796 2.762 0.227
H 0.021 0.800 0.618
H 0.356 -4.820 -0.108
H -2.495 0.954 4.848
H 2.828 3.360 -2.363
H 1.074 0.249 2.532
H 1.912 -4.226 0.490
H -0.169 1.587 4.200
H 2.084 3.948 -0.850
H 4.108 1.736 -1.186
H -4.257 1.935 -2.847
H 2.941 0.135 0.158
H -3.579 -1.021 3.778
H 1.348 -1.193 -2.047
H -0.294 0.245 -3.062
H -4.358 1.358 -0.406
H 0.233 -3.268 -1.833

Record 2
Here is a structure of composition C21H26N3O2 in a non-equilibrium geometry from the OMol25 dataset. Energies are from ωB97M-V/def2-TZVPD.

Computed properties:
Total charge: +1
Gap between HOMO and LUMO (eV): 8.27
HOMO (eV): -11.1
Relative energy (zero: lowest compared OMol25 entry of this formula, charge and spin) (eV): 1.913

Element x y z (Å)
O -5.285 2.506 1.370
O 4.675 2.572 1.062
N 0.012 -1.440 -0.775
N 0.873 -3.414 0.404
N 0.549 -3.632 -1.738
C -0.520 -2.103 -3.158
C -0.258 -0.201 0.660
C 2.288 2.642 1.533
C -1.580 0.543 0.581
C 3.357 0.605 0.754
C -2.750 -0.145 0.966
C 4.757 4.024 1.238
C 1.246 -4.869 -1.411
C 3.464 1.955 1.156
C -4.094 1.910 1.037
C -3.962 0.495 1.191
C 1.041 2.027 1.425
C -2.946 2.619 0.590
C -5.536 3.944 1.194
C -0.104 -1.005 -2.170
C 0.453 -2.741 -0.709
C 0.918 0.693 0.920
C 2.118 0.014 0.697
C 1.420 -4.746 0.107
C 0.396 -3.303 -3.126
C -1.745 1.938 0.344
H 0.887 -0.593 -2.412
H 5.825 4.236 1.103
H 2.349 3.690 1.831
H -0.814 -0.172 -2.264
H -5.022 4.539 1.963
H -0.259 -1.038 1.418
H -0.585 -1.700 -4.178
H -4.828 -0.082 1.507
H 2.211 -4.903 -1.961
H -2.655 -1.209 1.190
H -3.009 3.703 0.447
H 4.422 4.324 2.247
H -5.254 4.318 0.197
H 4.226 0.075 0.391
H 2.068 -1.026 0.390
H 0.666 -5.737 -1.781
H 2.502 -4.810 0.323
H -0.894 2.560 0.070
H -0.083 -4.165 -3.604
H 1.400 -3.175 -3.574
H 4.155 4.549 0.476
H 1.018 -2.922 1.272
H -1.515 -2.461 -2.853
H 0.854 -5.544 0.616
H -6.621 4.046 1.319
H 0.171 2.609 1.727

Record 3
Here is a structure of composition C21H26N6Ni from the OMol25 dataset. Energies are from ωB97M-V/def2-TZVPD.

Computed properties:
Total charge: +2
Gap between HOMO and LUMO (spin up / spin down) (eV): 8.65 / 8.69
Expectation value of S²: 2.005
Multiplicity: 3
HOMO (spin up / spin down) (eV): -14.9 / -14.9

Element x y z (Å)
Ni 0.210 0.243 -0.273
N -0.565 -1.551 0.268
N 1.192 0.869 1.515
N 2.006 -1.346 -0.114
N 0.876 2.155 -0.974
N -1.317 1.565 0.512
N -1.235 -0.266 -1.847
C -1.808 -1.820 -0.122
C -1.800 -3.735 1.290
C 4.290 -1.929 0.292
C 3.908 -2.773 1.321
C -2.483 -2.913 0.401
C 0.160 -2.422 0.969
C -3.471 -1.112 -1.895
C -1.450 0.300 -3.031
C -2.227 -1.007 -1.302
C -0.450 -3.528 1.542
C -3.693 -0.486 -3.115
C -0.315 3.002 -1.273
C 1.634 -2.204 0.860
C -2.655 0.209 -3.710
C 1.787 2.784 0.030
C 0.193 1.391 2.465
C 2.256 1.802 1.099
C 3.304 -1.231 -0.389
C -1.607 2.529 -0.565
C -0.857 2.230 1.753
C 2.556 -2.917 1.605
H -0.457 3.208 1.491
H 3.068 1.193 0.699
H 1.268 3.623 0.486
H 3.571 -0.553 -1.191
H -2.302 -4.590 1.723
H -0.093 4.035 -1.006
H 5.327 -1.808 0.015
H -0.284 0.526 2.930
H -2.772 0.678 -4.677
H -3.491 -3.157 0.100
H -4.655 -0.562 -3.601
H -0.620 0.850 -3.459
H 1.654 0.080 1.954
H -1.694 2.418 2.428
H 0.110 -4.241 2.131
H -4.255 -1.695 -1.431
H 2.231 -3.588 2.388
H 4.646 -3.324 1.887
H -2.171 1.056 0.717
H 2.661 3.206 -0.466
H 1.400 2.046 -1.834
H 0.660 1.977 3.261
H -2.263 2.035 -1.277
H -2.150 3.397 -0.183
H 2.659 2.356 1.951
H -0.485 2.997 -2.349

> Which value of total charge does entry 2 give?

+1